DFT (ωB97M-V/def2-TZVPD) results for a 2-piece molecular cluster, C6H14N2O2 overall.

Its spin multiplicity is 2. As for the energy above the lowest of the compared OMol25 structures with the same formula, charge and spin: 46.3 kcal per mole. The charge is +1. Its LUMO energy (alpha / beta) is -4.21 / -9.60 eV. Its molar mass is 146.19 g mol⁻¹.

```
24
Properties=species:S:1:pos:R:3:forces:R:3:mulliken_charge:R:1
C -0.761366 1.589133 2.310622 1.545 1.604 1.022 -1.080
C -2.984554 0.811461 -0.665091 0.822 -1.070 -0.118 -0.833
C -1.881756 0.967156 1.588319 0.964 -1.808 0.358 0.762
O -2.732750 0.273326 2.072012 -0.275 0.548 -0.311 -0.351
N -1.802729 1.022277 0.141960 -1.294 1.522 -0.216 0.000
H -1.110916 2.128097 3.196730 -0.282 -0.383 -0.027 0.341
H -1.218067 1.787687 -0.202020 0.423 -0.379 -0.103 0.347
H -2.687303 0.238819 -1.566130 0.056 0.392 0.059 0.339
H 0.058232 0.939167 2.662936 -0.882 -0.615 -0.163 0.318
H -0.159266 2.343221 1.797733 -0.522 0.047 -0.664 0.359
H -3.670262 0.174628 -0.114198 -0.307 0.434 0.046 0.402
H -3.336092 1.798728 -1.004870 -0.228 -0.282 0.122 0.355
C 1.115648 -2.899605 -0.613154 0.067 0.573 0.502 -0.849
C 2.569407 0.572890 -1.073588 -0.118 0.792 0.901 -0.889
C 2.483262 -0.926512 -1.147680 0.266 -0.171 0.290 0.683
O 3.392082 -1.672383 -1.438994 0.144 0.367 -0.207 -0.573
N 1.310948 -1.444159 -0.694691 -0.973 -0.801 -0.300 -0.093
H 0.478739 -0.887210 -0.612140 0.245 0.195 -0.156 0.137
H 0.080802 -3.059704 -0.300452 0.286 -0.151 0.313 0.310
H 2.913324 0.849163 -0.064411 0.375 -0.348 -0.222 0.254
H 1.249382 -3.453771 -1.533920 0.228 0.303 -0.412 0.288
H 1.858283 -3.255786 0.102309 -0.364 -0.373 0.046 0.280
H 3.249181 1.044627 -1.779877 -0.169 -0.264 -0.128 0.329
H 1.585764 1.058759 -1.061408 -0.008 -0.133 -0.630 0.165
```
Forces are in eV/Å.